(1)
19
Properties=species:S:1:pos:R:3:forces:R:3 method="wB97M-V/def2-TZVPD" relative_energy_kj_mol=217.5 homo_lumo_gap_ev=6.65 total_charge=-1
C -0.66623 0.07337 0.33453 -1.89 -1.99 0.42
C -0.32938 1.28077 0.03084 0.71 0.20 0.61
C 3.39452 0.94226 0.57217 0.81 0.63 -1.44
C 2.26385 0.01657 -0.14068 -0.49 -0.18 1.59
C 0.06698 -2.22845 -0.35128 5.05 3.10 0.09
C -0.08046 2.59025 -0.05844 0.26 1.42 -1.13
N 1.50870 -0.58778 0.77092 1.83 0.13 -4.01
N 0.26474 -1.10044 0.61392 -1.98 0.78 0.03
O 4.31341 1.36670 -0.12763 -0.54 -0.63 -0.33
O 3.11613 1.12588 1.74540 -0.53 -0.30 1.41
F -1.78349 3.57292 -0.41530 0.39 0.00 0.28
Cl 2.16564 -0.21317 -1.80244 0.02 -0.12 0.04
H -1.69233 -0.44047 0.46909 1.29 1.43 -0.32
H -0.47579 -2.96122 0.10170 -1.96 -1.86 0.61
H -0.08910 -1.82410 -1.33287 -1.14 -0.33 -0.48
H 1.13628 -2.53236 -0.41339 -0.73 -0.85 -0.17
H 0.20080 3.13880 -0.98708 -0.28 -1.17 0.46
H 0.31135 3.22167 0.76207 -0.86 -0.83 0.01
H 1.77219 -0.11714 1.59758 0.04 0.56 2.34

---

(2)
19
Properties=species:S:1:pos:R:3:forces:R:3 method="wB97M-V/def2-TZVPD" relative_energy_kj_mol=768.1 homo_lumo_gap_ev=4.99 total_charge=0
C -0.91343 -0.57655 1.74753 3.30 4.74 -0.25
C -0.23526 0.56320 1.05221 0.21 -2.53 -0.12
C 0.86899 0.41585 -0.05994 0.66 0.24 -0.06
C -0.04738 0.12271 -1.30566 0.83 0.14 0.82
C 1.68079 1.73662 -0.10973 -0.41 -0.51 -2.06
N -1.40721 -2.10545 -0.83496 -0.10 1.20 -0.48
H -1.63836 -0.14398 2.44647 -0.51 -0.91 -0.83
H -0.24757 -1.38161 2.08142 -0.73 -0.18 -0.90
H -0.98862 -0.39160 0.47323 -1.59 -1.43 0.08
H -0.80931 1.51524 0.97611 0.44 -0.75 0.17
H 1.67188 -0.38246 0.04857 -1.51 0.40 0.53
H 0.44410 -0.03148 -2.28829 0.22 0.86 0.62
H -0.75146 0.96167 -1.23705 -0.24 -0.20 -1.04
H -0.53977 -1.08598 -1.24950 -0.85 0.49 0.74
H 2.40333 1.64465 -0.98664 -0.70 0.17 1.35
H 2.16913 1.91395 0.82228 0.67 0.29 0.54
H 1.01954 2.57807 -0.36253 0.14 -0.11 0.17
H -1.14044 -2.37827 0.07181 0.57 -0.76 1.56
H -1.53892 -2.97457 -1.28532 -0.39 -1.15 -0.85

---

(3)
15
Properties=species:S:1:pos:R:3:forces:R:3 method="wB97M-V/def2-TZVPD" homo_lumo_gap_ev="9.68 / 7.41" total_charge=+3 multiplicity=7
O 0.29574 -1.12998 2.66559 -0.47 -0.19 1.04
O 0.93039 0.75609 1.80120 -1.33 0.54 0.49
C 0.06473 -0.08913 1.98938 0.69 -0.72 -1.30
O -1.06101 -0.22348 1.22409 0.55 -1.27 -0.27
C -1.11468 0.18132 -0.03374 -4.92 2.52 2.26
C -2.30838 -0.22263 -0.75562 2.42 -1.49 -0.97
H -0.80308 1.23250 -0.11975 1.55 -0.31 -0.95
H -2.08645 -0.07469 -1.82879 -0.45 -0.01 0.00
H -3.10734 0.50852 -0.53923 -0.13 0.51 0.28
H -2.61785 -1.24531 -0.52512 -0.30 0.13 0.04
O 2.69163 -0.53800 -2.42075 -0.03 -0.71 -1.66
C 2.32682 -0.16139 -1.33735 -2.61 1.17 3.09
O 2.99981 0.30798 -0.38320 0.01 -0.52 -1.18
Fe 2.76168 0.88883 1.34711 1.79 0.71 0.74
H 1.02798 -0.19063 -1.08383 3.25 -0.35 -1.61

---

(4)
108
Properties=species:S:1:pos:R:3:forces:R:3 method="wB97M-V/def2-TZVPD" relative_energy_kj_mol=0.0 homo_lumo_gap_ev="8.10 / 8.41" total_charge=0 multiplicity=3
V -0.62735 -1.40704 0.69374 0.72 0.25 -0.60
C -6.02480 -1.20666 1.61226 -0.01 0.00 -0.02
N -4.86554 -0.58780 0.99270 0.02 -0.02 0.01
C -4.85715 0.85819 0.84140 -0.01 0.01 0.00
C -3.66317 -1.23363 0.93006 0.02 -0.03 0.12
N -2.54718 -0.65265 0.68462 -0.32 0.04 -0.14
N -3.72566 -2.59108 1.20094 -0.07 0.00 -0.04
C -2.71891 -3.53353 1.07633 0.02 0.10 -0.05
N -3.20771 -4.82325 1.16419 -0.03 -0.04 0.01
N -1.48759 -3.23118 0.98428 -0.16 -0.40 0.28
H -6.82141 -0.47041 1.66228 0.01 0.00 0.01
H -5.82066 -1.55152 2.63004 0.00 -0.01 0.00
H -6.40857 -2.04010 1.01675 0.01 -0.01 0.00
H -5.88333 1.20407 0.75046 0.00 0.00 0.03
H -4.34012 1.13506 -0.07659 0.00 0.01 -0.04
H -4.37499 1.35879 1.68670 0.02 0.00 -0.01
H -2.59451 0.35573 0.63375 0.03 -0.01 0.10
H -4.64798 -2.98359 1.25728 0.03 0.00 0.02
H -4.03147 -4.99751 0.60627 0.03 0.02 -0.02
H -2.50515 -5.53152 1.01490 -0.01 0.03 0.00
H -0.86546 -4.03178 0.96447 0.00 0.05 0.00
C 3.30238 -2.59350 2.50942 0.09 -0.05 -0.01
Si 2.36617 -3.06445 0.95807 -0.19 0.09 -0.10
C 1.76924 -4.83920 1.09440 0.03 -0.04 0.03
C 3.56891 -2.93889 -0.47799 0.04 -0.02 0.00
O 1.13234 -2.04893 0.68336 -0.12 0.02 0.06
H 4.08565 -3.32798 2.71853 0.01 0.02 0.01
H 2.64032 -2.55173 3.37489 -0.03 0.00 0.02
H 3.78578 -1.62111 2.38124 -0.01 -0.02 -0.01
H 2.60541 -5.54321 1.09620 0.00 -0.01 0.02
H 1.13319 -5.09645 0.24137 0.01 0.01 -0.02
H 1.20330 -4.97789 2.01868 -0.01 0.02 -0.02
H 4.49033 -3.48833 -0.26652 0.01 0.00 -0.03
H 3.83035 -1.89047 -0.64935 0.00 0.01 0.01
H 3.14654 -3.33561 -1.40462 -0.03 0.01 0.00
O -1.75184 1.00894 2.81824 0.01 0.04 0.01
C -1.26312 0.03815 3.37421 0.08 0.02 -0.03
C -1.12807 -0.07173 4.88924 -0.03 0.05 0.02
C -0.47983 -1.42709 5.10377 0.02 -0.03 0.02
C -0.36788 -2.00503 3.69811 0.07 -0.03 -0.04
O 0.04322 -3.12437 3.46169 0.03 0.00 0.02
N -0.77137 -1.08407 2.75807 -0.03 0.10 0.13
H -2.11930 0.02087 5.33402 0.00 -0.01 0.01
H -0.53774 0.77326 5.24555 0.01 -0.02 0.00
H -1.05100 -2.11235 5.72861 -0.01 0.01 0.00
H 0.52681 -1.37288 5.52202 -0.01 0.02 0.00
O 0.15263 0.50968 0.32942 0.04 -0.03 0.10
P 1.44617 1.22769 0.09381 -0.04 -0.24 -0.08
N 2.21064 0.69624 -1.25469 -0.07 0.26 -0.09
C 1.58348 -0.28594 -2.16570 0.01 -0.07 0.06
C 2.58516 -0.37408 -3.30759 0.05 -0.06 0.02
C 3.14151 1.04317 -3.39817 0.04 0.04 0.00
C 3.28496 1.44420 -1.93039 -0.02 -0.05 0.01
N 2.46966 1.14783 1.37281 0.01 0.10 0.04
C 3.78243 1.80428 1.35184 0.00 0.00 -0.02
C 4.00054 2.21718 2.80438 0.02 0.00 -0.03
C 3.31617 1.09213 3.57584 -0.04 0.01 0.05
C 2.07750 0.77121 2.73791 -0.04 -0.06 -0.01
N 1.20656 2.85724 -0.14999 0.00 -0.02 0.00
C 0.66100 3.61926 0.98923 0.01 -0.02 0.01
C 0.16473 4.94152 0.37079 -0.01 0.02 0.02
C 0.28952 4.75160 -1.15201 0.02 0.01 -0.03
C 0.42017 3.24452 -1.32462 0.00 -0.02 0.00
H 0.61202 0.07497 -2.51442 0.05 -0.02 0.00
H 1.41967 -1.23312 -1.65482 0.03 0.07 -0.04
H 2.12138 -0.71998 -4.23029 -0.02 0.02 -0.03
H 3.38471 -1.07377 -3.04870 -0.01 0.01 0.01
H 2.42589 1.70065 -3.89874 -0.02 -0.02 0.01
H 4.08829 1.10548 -3.93402 0.00 0.01 -0.01
H 3.17310 2.51876 -1.77538 0.02 0.01 -0.01
H 4.26377 1.14843 -1.53924 0.00 -0.02 -0.01
H 3.78081 2.65621 0.66949 0.01 0.00 0.00
H 4.56026 1.10540 1.02456 0.00 0.00 0.00
H 3.50336 3.17044 2.99872 -0.01 0.00 0.00
H 5.05604 2.32981 3.05045 0.00 0.00 0.00
H 3.05497 1.36990 4.59713 0.00 -0.01 -0.01
H 3.96994 0.21900 3.62427 0.00 0.01 -0.01
H 1.21295 1.35515 3.06264 -0.07 0.03 0.06
H 1.81950 -0.28445 2.77779 -0.08 -0.05 0.02
H 1.43498 3.76928 1.74243 0.02 0.00 -0.01
H -0.16681 3.07485 1.45900 -0.01 0.01 0.01
H 0.75673 5.79029 0.71111 0.00 -0.01 0.01
H -0.86686 5.13057 0.66724 0.00 -0.01 -0.02
H 1.19303 5.23677 -1.52384 0.00 0.00 0.00
H -0.55687 5.16135 -1.70298 -0.01 0.00 0.01
H 0.92498 2.95330 -2.24563 0.01 0.00 -0.02
H -0.56434 2.75880 -1.31108 -0.03 0.01 -0.02
C -2.94990 2.15236 -2.86459 -0.03 0.02 0.00
C -1.84808 1.83550 -3.83107 0.04 -0.01 -0.04
C -1.06636 2.83015 -4.39357 0.01 -0.01 0.04
C -0.03725 2.51010 -5.26601 0.02 0.02 0.00
Cl 0.96004 3.78322 -5.91740 0.00 -0.01 0.01
C 0.21369 1.19733 -5.60632 0.01 -0.02 -0.01
C -0.56937 0.18792 -5.05952 0.04 0.03 -0.02
C -1.58662 0.49929 -4.16736 0.00 0.01 -0.03
O -2.42762 -0.40209 -3.60526 0.04 -0.11 0.14
C -2.06244 -1.77826 -3.46693 -0.04 -0.05 -0.10
C -1.98713 -2.11618 -1.96961 -0.22 0.22 0.07
O -2.91362 -2.76991 -1.48687 0.03 -0.08 -0.21
O -0.98257 -1.61392 -1.36222 -0.01 -0.07 0.27
H -2.97426 3.21888 -2.64166 0.00 0.00 0.00
H -2.81030 1.59665 -1.93608 0.04 -0.03 0.04
H -3.92087 1.85430 -3.26389 -0.01 0.00 -0.01
H -1.24723 3.86618 -4.13535 0.00 0.01 -0.01
H 1.01362 0.95553 -6.29410 -0.01 0.01 0.02
H -0.36182 -0.83528 -5.33848 -0.04 0.01 -0.01
H -1.11700 -1.99860 -3.95982 0.04 0.01 0.09
H -2.86034 -2.36356 -3.92048 0.03 -0.02 -0.01